[1]
Below is a molecular structure, C17H19ClINO6Se2Sr in a non-equilibrium geometry, with properties calculated with ωB97M-V with the def2-TZVPD basis set.

Atoms and positions in Å:
I 3.74503 0.84421 -2.01782
Sr -0.18227 0.82701 0.28888
Se -0.62057 -1.26449 2.49928
Se 1.91713 1.17461 2.64548
Cl 0.29303 -1.77259 -5.80512
O -2.30287 3.43251 0.59408
O -0.59877 2.38411 1.54758
O -3.35707 1.99311 -1.29342
O 0.07293 2.18621 -1.20432
O 1.46653 -0.30439 -0.25212
O -2.23257 0.73441 0.14478
N -0.85537 -1.46769 -0.78632
C 0.76983 -2.59859 2.07678
C -1.13067 3.07551 0.63828
C -1.09057 1.67211 -1.73522
C -0.21457 3.38861 -0.54012
C -1.59217 -2.21069 -3.36882
C -0.01977 -1.25089 -1.81362
C 0.60133 -1.29989 -4.15782
C 0.16803 -0.59899 4.20858
C 0.64563 0.83771 4.11728
C 3.34043 -0.08469 3.27448
C -0.33357 -1.61469 -3.15312
C -2.43607 -2.40139 -2.30612
C -2.24387 1.47191 -0.80682
C 2.03103 -0.25609 -2.54262
C -2.01947 -2.01849 -1.02242
C 1.75613 -0.61459 -3.85582
C 1.20563 -0.58939 -1.47342
H -1.46467 2.28391 -2.56572
H -3.41637 -2.82959 -2.44702
H -0.62227 -0.66919 4.96198
H -2.65877 -2.15399 -0.15712
H -0.86777 0.68091 -2.12202
H -0.18457 1.50181 3.86828
H 0.72683 3.80751 -0.17912
H -1.87487 -2.49749 -4.37122
H 1.08753 -3.10239 2.98718
H 1.57653 -2.08659 1.55938
H -4.05507 1.95591 -0.62512
H 2.45103 -0.35619 -4.64172
H 4.25013 0.21741 2.75988
H 3.48083 0.01151 4.34898
H 0.98563 -1.27139 4.47568
H -0.70507 4.10831 -1.20962
H 3.09153 -1.10259 2.99418
H 0.30113 -3.31339 1.40488
H 1.11593 1.14111 5.05798

F_max (eV/A): 10.66
Electronic energy (eV): -183861.250
Gap between HOMO and LUMO (eV): 7.42
LUMO (eV): -0.15
HOMO energy (eV): -7.56
Energy relative to the best compared isomer or geometry (same formula, charge and spin) (kcal per mole): 107.5

These are the Mulliken partial charges, in e, on atoms 1 to 8: I 0.01; Sr 1.63; Se 0.13; Se 0.20; Cl -0.28; O -0.63; O -0.70; O -0.44


[2]
Below is a single C17H19F3N4OS molecule in a non-equilibrium geometry, with properties calculated with ωB97M-V with the def2-TZVPD basis set.

Atoms and positions in Å:
S -1.99430 -1.41530 2.56908
F 0.41884 -0.36072 -5.73134
F -1.44117 0.66278 -5.50995
F 0.43624 1.76930 -6.09048
O 2.70592 2.85304 -0.25049
N -1.59412 -3.72334 1.49749
N 0.28833 -2.30832 1.50142
N 0.50870 1.03981 0.19647
N 1.11346 -0.88553 -0.85178
C -3.27944 -2.58592 2.50997
C -0.04475 2.50841 -1.88329
C 0.23508 1.14250 -3.88030
C 0.36498 1.32364 -1.15696
C -3.94921 -4.77077 1.58046
C 1.38577 2.89123 1.78414
C -0.08424 2.39346 -3.29221
C 0.71412 0.16640 -1.72534
C -1.03427 -2.58957 1.77735
C 0.18613 2.06583 1.23385
C -2.92481 -3.77409 1.84485
C 2.17964 3.65942 0.80148
C -0.13052 0.81449 -5.31282
C 0.73023 0.08996 -3.10577
C 2.27175 -1.30068 2.19843
C 0.86384 -0.35547 0.35471
C 0.89208 -1.13609 1.68068
H -4.30521 -5.24958 2.43471
H -0.32271 2.90470 0.83948
H 2.53710 -2.15516 2.80026
H -4.29456 -2.38299 2.95386
H 1.01122 3.41172 2.68451
H 2.98675 -1.35607 1.35391
H 1.02085 -0.91343 -3.37773
H 2.04678 2.15802 2.24972
H 2.66802 -0.41694 2.69089
H -4.66077 -4.24432 1.00696
H 1.99235 2.36982 -0.67617
H 0.71846 -2.93727 0.84227
H -0.52683 3.23505 -3.86451
H -0.34496 3.45830 -1.39494
H 2.98717 4.26343 1.26869
H -3.63192 -5.67461 0.94758
H -0.51344 1.67379 2.00662
H 1.52337 4.23840 0.11566
H 0.29005 -0.55734 2.37861

F_max (eV/A): 5.50
Electronic energy (eV): -44931.336
SMILES string: Cc1csc(N[C@@H](C)c2nc3cc(C(F)(F)F)ccc3n2CCCO)n1
Gap between HOMO and LUMO (eV): 8.32
LUMO (eV): 0.37
HOMO energy (eV): -7.95

These are the Mulliken partial charges, in e, on atoms 1 to 8: S -0.14; F -0.29; F -0.25; F -0.26; O -0.62; N -0.74; N -0.16; N 0.57